(1)
Molecular formula: C33H39BBr2CsN9O4
Method: DFT, the ωB97M-V functional and the def2-TZVPD basis

Geometry as XYZ:
```
89
Properties=species:S:1:pos:R:3:forces:R:3:lowdin_charge:R:1
Cs -0.145148 0.592765 -0.420026 -0.388 -0.138 0.918 1.05
C 0.253029 3.164404 2.636985 -0.028 -0.025 0.025 -0.04
C -0.741571 2.218982 3.232961 0.009 0.098 -0.110 -0.37
C -1.690598 2.476666 4.240285 0.004 -0.100 0.061 -0.01
C -2.358544 1.279833 4.401878 -0.094 -0.018 -0.022 -0.30
C -3.474552 0.955567 5.340848 0.011 0.055 -0.002 -0.04
N -1.835917 0.395205 3.524474 0.023 -0.102 -0.012 0.01
N -0.843582 0.970778 2.808833 0.103 -0.001 -0.022 0.08
B -2.228585 -1.095119 3.332510 -0.090 0.010 0.036 -0.50
N -0.971668 -2.002514 3.316438 -0.061 -0.069 -0.250 0.02
N -0.217482 -2.207361 2.210807 0.067 0.005 -0.061 0.13
C 0.740464 -3.050108 2.556680 -0.003 0.086 -0.018 -0.37
C 1.762140 -3.504890 1.563247 -0.041 -0.014 0.013 -0.05
C 0.624480 -3.403351 3.915353 -0.069 -0.031 0.040 -0.02
C -0.489648 -2.719107 4.354354 -0.021 0.171 0.126 -0.30
C -1.106420 -2.680228 5.713821 0.079 -0.065 0.057 -0.05
N -3.132890 -1.323556 2.093583 0.203 -0.085 0.079 0.02
N -2.673326 -1.151758 0.833724 -0.074 0.208 -0.138 0.08
C -3.649116 -1.504184 0.015851 0.086 -0.078 0.001 -0.36
C -3.451965 -1.482462 -1.467483 -0.101 0.063 0.084 -0.04
C -4.779328 -1.920197 0.751717 0.052 -0.022 -0.034 -0.01
C -4.400054 -1.798645 2.070534 0.027 0.014 0.148 -0.30
C -5.182277 -2.135345 3.299164 -0.048 0.012 -0.056 -0.04
H 0.655183 3.826673 3.406996 0.026 0.018 -0.030 0.07
H 1.077295 2.625983 2.171748 0.016 -0.012 -0.001 0.06
H -0.204145 3.783467 1.861266 -0.004 0.010 0.008 0.07
H -1.861460 3.395708 4.778374 0.007 0.005 0.016 0.09
H -3.678733 1.828550 5.962574 -0.016 -0.023 0.013 0.07
H -4.388385 0.698453 4.803717 -0.036 -0.009 -0.010 0.07
H -3.230501 0.112378 5.988915 0.000 0.001 0.013 0.07
H -2.881415 -1.405932 4.296779 0.002 0.015 -0.034 0.10
H 1.457157 -3.216691 0.557145 -0.001 0.008 0.006 0.07
H 2.742535 -3.064299 1.758703 -0.008 -0.019 0.022 0.06
H 1.875925 -4.590797 1.597651 0.008 -0.012 -0.042 0.07
H 1.258192 -4.057697 4.492797 -0.008 -0.025 0.020 0.09
H -0.506181 -3.283081 6.396662 -0.016 0.006 0.028 0.07
H -1.153884 -1.660700 6.100910 0.012 0.003 0.009 0.07
H -2.125100 -3.071206 5.706713 -0.009 -0.017 0.010 0.07
H -2.418507 -1.256858 -1.722884 0.023 0.010 -0.032 0.04
H -3.695332 -2.456287 -1.897285 -0.019 0.014 -0.051 0.07
H -4.093415 -0.734759 -1.941637 0.021 -0.032 -0.038 0.07
H -5.726399 -2.275838 0.377395 -0.015 -0.006 0.003 0.09
H -6.175965 -2.474614 3.002677 0.000 -0.012 0.027 0.07
H -4.703343 -2.924949 3.880193 0.000 -0.017 -0.004 0.07
H -5.296001 -1.274304 3.958256 -0.009 0.015 0.023 0.06
C 3.658552 -0.665954 0.139593 -0.031 0.097 0.023 -0.03
C 3.517411 -0.903624 -1.334830 -0.026 -0.121 -0.048 -0.34
C 4.640225 -1.188487 -2.143020 -0.003 0.026 0.012 -0.03
C 4.473505 -1.386433 -3.482189 0.053 -0.054 -0.062 -0.05
C 3.186610 -1.310245 -4.056524 -0.108 0.086 0.070 -0.21
C 2.890694 -1.492854 -5.425917 0.118 -0.053 -0.181 -0.65
Br 4.287210 -1.899843 -6.676647 -0.046 0.014 0.052 0.66
C 1.609648 -1.378313 -5.893257 0.023 0.003 0.044 -0.21
C 0.566224 -1.079389 -5.022539 -0.064 0.007 -0.028 -0.61
Br -1.192804 -0.921820 -5.735561 0.038 -0.016 -0.004 0.69
C 0.722647 -0.868376 -3.631124 -0.050 -0.007 -0.199 -0.48
O -0.202551 -0.579070 -2.843054 0.006 -0.346 -0.604 -0.31
C 2.117741 -1.008909 -3.175948 0.059 0.002 0.119 -0.13
N 2.312684 -0.825307 -1.850863 0.087 0.009 0.018 0.12
H 4.557129 -1.141095 0.536618 0.000 -0.024 0.006 0.07
H 2.784444 -1.048304 0.666341 0.038 0.011 -0.016 0.06
H 3.714266 0.406990 0.338881 0.013 0.040 0.016 0.06
H 5.625101 -1.244859 -1.695411 -0.002 0.007 0.016 0.10
H 5.322278 -1.606717 -4.117716 -0.007 0.004 0.006 0.07
H 1.403177 -1.517079 -6.945746 -0.017 -0.001 -0.005 0.08
C 4.478439 2.694808 -2.585681 -0.017 0.039 -0.010 -0.07
C 3.681212 3.994011 -2.564198 0.012 -0.047 -0.034 -0.16
C 3.332844 4.526545 -1.145763 -0.071 0.097 0.045 -0.31
C 4.577804 5.042479 -0.428397 0.042 0.003 0.003 -0.19
C 4.289439 5.636582 0.946457 -0.011 -0.023 -0.045 -0.08
C 2.362202 5.666756 -1.398142 0.138 -0.025 -0.126 -0.44
O 2.728136 6.800021 -1.673024 -0.019 0.093 0.030 0.05
N 1.056270 5.310411 -1.390537 -0.094 -0.054 0.037 0.20
C 0.546047 4.002032 -1.112662 0.180 0.290 -0.034 -0.60
O -0.645893 3.838907 -1.338892 -0.119 -0.083 -0.001 -0.01
N 1.372196 3.092835 -0.588775 0.069 0.163 0.052 0.04
C 2.670129 3.368589 -0.380069 -0.003 0.102 -0.123 -0.48
O 3.385141 2.665209 0.328093 0.157 -0.088 0.133 0.02
H 4.717123 2.426449 -3.616130 0.015 -0.015 -0.013 0.08
H 3.910867 1.872690 -2.150603 -0.003 -0.011 0.002 0.07
H 5.412401 2.786185 -2.030322 0.019 -0.028 0.004 0.07
H 2.748780 3.840864 -3.114796 0.003 0.005 -0.001 0.12
H 4.231234 4.788311 -3.078288 -0.017 0.004 0.007 0.12
H 5.041885 5.799458 -1.065560 0.007 -0.021 -0.006 0.11
H 5.269052 4.207212 -0.318356 0.005 0.013 -0.014 0.11
H 3.615614 6.491319 0.867121 -0.009 0.010 0.011 0.07
H 5.213122 5.981679 1.416138 0.002 0.009 0.015 0.07
H 3.838817 4.887639 1.597188 -0.012 -0.005 0.018 0.07
H 0.371144 5.990901 -1.682231 0.027 -0.003 -0.005 0.15
```
Positions in Å, forces in eV/Å.

- 2S+1 = 1
- E_HOMO (eV) = -2.31
- net charge = -2
- largest force on an atom (eV/Å) = 1.01

=====

(2)
Molecular formula: C33H39BCrN4O2P2
Method: DFT, the ωB97M-V functional and the def2-TZVPD basis

Geometry as XYZ:
```
82
Properties=species:S:1:pos:R:3:forces:R:3:mulliken_spin:R:1
Cr 0.450157 -0.721643 2.815388 -0.761 -0.405 0.948 4.34
C -0.725483 0.967242 3.691828 0.072 -0.355 0.042 -0.10
C -1.368704 0.410475 2.541334 -0.316 -0.914 0.503 -0.34
C -1.128469 0.862397 1.130066 -0.356 0.502 -0.835 0.06
C 0.159657 0.404267 0.381280 -0.424 0.337 -0.474 -0.18
C 1.435915 0.271328 1.164961 1.207 1.115 0.933 0.17
C 1.719334 1.024879 2.341801 0.180 -0.435 -1.314 0.00
C 1.082011 2.356586 2.632923 -0.917 0.872 0.163 0.05
C -0.064053 2.308466 3.674291 0.676 0.616 0.122 -0.18
C 1.552063 -1.443587 5.240205 0.723 0.131 -0.231 0.10
H -1.158405 0.700890 4.658040 -0.282 0.084 -0.223 0.08
H -2.388038 0.015420 2.673312 0.542 -0.128 0.148 -0.03
H -1.221797 1.952524 1.028925 0.072 0.047 0.124 0.00
H -1.987355 0.469468 0.563488 0.316 0.089 -0.034 -0.02
H -0.056408 -0.555327 -0.114615 0.120 0.053 0.236 0.03
H 0.342566 1.078523 -0.468901 -0.019 0.102 0.027 0.03
H 2.262837 -0.138749 0.567541 -0.246 -0.479 0.749 0.05
H 2.644781 0.851232 2.910973 -0.094 -0.101 -0.654 0.03
H 0.680027 2.787106 1.707889 0.146 -0.234 0.011 0.01
H 1.842597 3.085654 2.955314 -0.021 -0.360 -0.039 0.01
H 0.340539 2.555882 4.666134 -0.052 -0.280 -0.124 0.01
H -0.789763 3.120023 3.468718 0.147 -0.212 -0.074 0.00
H 2.431619 -0.824769 5.015646 -0.284 -0.240 -0.265 0.00
H 1.148357 -1.970499 4.329015 0.413 0.197 0.695 -0.05
H 1.899506 -2.250612 5.915741 -0.135 0.170 -0.466 0.01
P 1.550485 -0.967821 -3.196574 2.077 -0.628 -2.524 0.00
P -1.711988 -0.506541 -3.018153 -1.537 1.793 -1.810 0.00
N 2.964173 0.035352 -3.338157 0.374 0.778 0.406 0.00
N 2.232282 -2.280600 -4.268012 -0.519 -0.555 0.444 0.00
N -1.928758 1.271438 -3.145163 0.605 0.031 0.622 0.00
N -3.320394 -0.927559 -3.619249 -0.466 -0.967 -0.227 0.00
C 0.612584 -0.148062 -4.563725 -0.600 0.085 0.124 0.00
C -0.818983 -0.696249 -4.642353 0.016 -0.130 0.246 0.00
C 3.735290 0.467977 -2.251256 0.198 0.378 -1.019 0.00
C 4.760987 1.262721 -2.738244 -0.672 -0.558 0.074 0.00
C 4.629556 1.318911 -4.163880 -0.972 -0.698 0.163 0.00
C 3.518043 0.565328 -4.508537 0.509 0.504 0.850 0.00
C 2.446515 -3.582509 -3.807590 0.231 0.040 -1.224 0.00
C 2.886718 -4.372066 -4.868319 -0.386 0.888 0.528 0.00
C 2.939328 -3.535315 -6.029215 -0.352 0.854 0.956 0.00
C 2.551125 -2.261307 -5.627234 -0.058 -0.922 0.097 0.00
C -1.709525 2.088373 -2.028301 -0.133 0.524 -0.902 -0.01
C -1.747818 3.416528 -2.421140 -0.119 -1.019 0.060 0.00
C -2.025303 3.436823 -3.822510 0.186 -1.187 0.044 0.00
C -2.095167 2.114415 -4.248283 0.105 0.586 0.470 0.00
C -4.174763 -0.272968 -4.519123 -0.432 -0.969 0.237 0.00
C -5.249737 -1.105542 -4.809013 1.226 0.144 0.692 0.00
C -5.038123 -2.336375 -4.099169 0.704 0.490 0.150 0.00
C -3.847514 -2.216370 -3.402074 -0.553 0.934 -0.488 0.00
H 1.073476 -0.283466 -5.549853 0.002 0.091 0.512 0.00
H 0.625515 0.929457 -4.337612 -0.193 -0.215 -0.032 0.00
H -1.372357 -0.199967 -5.453398 0.053 -0.235 0.339 0.00
H -0.826921 -1.779731 -4.856763 0.107 0.296 0.004 0.00
H 3.441181 0.186905 -1.247486 0.193 0.072 -0.183 -0.02
H 5.515911 1.757167 -2.146528 -0.053 -0.076 0.000 0.00
H 5.262070 1.844272 -4.862617 -0.023 -0.001 0.084 0.00
H 3.050329 0.408823 -5.472322 0.309 0.071 0.337 0.00
H 2.264627 -3.821206 -2.772212 0.017 -0.045 -0.023 0.00
H 3.136759 -5.420810 -4.825005 -0.039 0.064 0.076 0.00
H 3.212193 -3.820349 -7.036880 0.033 0.065 0.192 0.00
H 2.475254 -1.364069 -6.224464 0.046 -0.321 0.113 0.00
H -1.553161 1.643691 -1.060462 -0.069 0.121 -0.185 0.00
H -1.576707 4.263158 -1.773402 -0.129 -0.051 -0.048 0.00
H -2.157394 4.313870 -4.440271 0.067 -0.154 -0.002 0.00
H -2.253624 1.720559 -5.245739 0.079 0.164 0.297 0.00
H -3.967147 0.721451 -4.875724 -0.114 -0.112 0.200 0.00
H -6.088695 -0.855087 -5.440441 0.089 -0.004 0.038 0.00
H -5.699635 -3.190836 -4.100393 0.159 0.035 0.028 0.00
H -3.316538 -2.909940 -2.768212 -0.121 0.018 0.043 0.00
O -0.539635 -1.492652 6.608889 0.247 0.012 -0.191 -0.02
B 0.495049 -0.694041 6.083072 -1.312 0.259 1.108 -0.05
O 0.505749 0.550819 6.761294 -0.020 -0.342 -0.723 -0.01
C -0.442632 0.453474 7.763434 -0.031 -1.541 0.418 0.00
C -0.621496 1.256916 8.871112 -0.233 0.071 -0.074 0.00
C -1.269530 0.691466 9.989874 0.099 0.059 -0.111 0.00
C -1.639065 -0.656885 10.013557 -0.187 -0.117 -0.291 0.00
C -1.527489 -1.440313 8.852622 -0.266 0.075 -0.222 0.00
C -1.003468 -0.843845 7.720272 0.897 0.786 0.631 0.00
H -0.243349 2.275140 8.854214 0.010 -0.168 0.257 0.00
H -1.441468 1.310305 10.874126 0.176 -0.224 -0.294 0.00
H -1.994516 -1.139604 10.933253 0.033 0.436 -0.436 0.00
H -1.785758 -2.500444 8.808022 0.034 0.346 0.200 0.00
```
Positions in Å, forces in eV/Å.

- 2S+1 = 5
- E_HOMO (alpha / beta) (eV) = -6.88 / -5.64
- largest force on an atom (eV/Å) = 3.33

=====

(3)
Molecular formula: C33H39BiN5
Method: DFT, the ωB97M-V functional and the def2-TZVPD basis

Geometry as XYZ:
```
78
Properties=species:S:1:pos:R:3:forces:R:3:lowdin_charge:R:1
Bi 0.084589 -0.482931 -0.482931 -0.481 0.204 0.580 1.71
N -0.898182 0.519207 -2.316148 0.514 0.639 -1.122 -0.15
N -3.028955 -0.818826 -0.793655 0.028 -2.144 0.477 -0.10
C 0.464915 0.364395 2.406622 -0.044 1.094 -0.857 -0.34
C -0.603996 1.208189 1.967462 1.543 0.747 -0.116 -0.34
C -0.054276 2.179628 1.065856 0.185 -1.077 1.004 -0.33
C -0.797401 3.295153 0.420545 -0.111 0.227 -0.079 -0.07
H -1.878596 3.099571 0.401664 0.223 0.037 -0.108 0.06
H -0.457792 3.458142 -0.613399 -0.170 0.029 0.123 0.06
H -0.641396 4.234922 0.977287 -0.099 -0.049 -0.207 0.07
C 1.341762 1.920547 0.930154 -0.574 -0.949 0.882 -0.34
C 2.286519 2.669846 0.057416 0.126 0.285 -0.023 -0.08
H 2.749573 3.505855 0.603990 0.103 -0.024 -0.204 0.07
H 1.767466 3.101138 -0.810668 0.128 -0.076 0.083 0.06
H 3.098664 2.023702 -0.305894 -0.051 0.131 0.043 0.05
C 1.670833 0.818396 1.783365 -1.014 0.448 -0.550 -0.34
C 3.030639 0.248942 2.001418 0.246 -0.047 0.105 -0.08
H 3.672110 0.366754 1.114451 -0.104 -0.101 0.184 0.06
H 2.986960 -0.822342 2.252747 0.076 0.191 -0.089 0.06
H 3.538305 0.756888 2.838038 0.075 -0.152 -0.094 0.07
C -2.011199 1.168484 2.445430 -0.252 0.060 0.088 -0.08
H -2.135494 1.812029 3.331948 -0.160 -0.141 -0.096 0.07
H -2.312622 0.150593 2.730762 -0.049 0.149 -0.084 0.05
H -2.708941 1.528876 1.675235 0.092 -0.166 0.135 0.06
C 0.372052 -0.759764 3.376908 0.089 -0.286 0.320 -0.08
H 0.798896 -1.692145 2.967593 -0.111 0.116 0.187 0.06
H -0.668081 -0.964519 3.662862 0.205 0.017 -0.076 0.05
H 0.922982 -0.526395 4.302548 -0.095 -0.166 -0.061 0.07
C 0.002561 1.162721 -3.113779 -1.282 0.171 0.207 -0.20
H 0.996664 0.700465 -3.184559 -0.431 0.216 0.102 0.08
C -0.325605 2.320674 -3.795388 1.644 -0.466 -0.336 -0.14
H 0.453685 2.820457 -4.377006 -0.347 -0.172 0.074 0.08
C -1.634617 2.815197 -3.738673 -1.504 -0.474 0.901 -0.12
H -1.919898 3.679605 -4.326740 0.009 0.049 0.082 0.09
C -2.566732 2.167912 -2.949305 0.761 1.019 -0.906 -0.06
H -3.599940 2.496746 -2.841322 0.282 0.093 -0.200 0.10
C -2.183878 1.018525 -2.198042 -0.744 -0.859 1.219 -0.31
C -3.132270 0.434730 -1.352271 0.081 1.428 -1.406 -0.11
H -4.149097 0.830353 -1.347438 0.391 -0.012 0.006 0.10
C -1.844217 -1.486535 -0.537790 -1.989 0.482 1.231 -0.39
C -4.134180 -1.589615 -0.369113 1.012 1.310 -0.658 -0.05
H -5.130420 -1.242532 -0.566243 -0.132 -0.096 0.136 0.11
C -3.640783 -2.684908 0.208514 0.110 -1.071 0.459 -0.08
H -4.139816 -3.538688 0.634047 -0.042 0.049 0.027 0.11
N -2.257929 -2.643473 0.123517 0.187 -0.094 -0.422 -0.05
C -1.336641 -3.676749 0.478412 0.379 0.615 0.163 -0.14
C -1.158205 -4.059035 1.822338 0.266 -0.051 -0.283 -0.20
C -0.082942 -4.899828 2.128157 -0.053 -0.211 -0.221 -0.02
H 0.103460 -5.158888 3.174910 -0.105 0.033 -0.296 0.12
C 0.765270 -5.404296 1.140301 -0.317 0.356 -0.156 -0.28
C 1.904852 -6.315752 1.465928 0.235 -0.161 0.121 -0.06
H 2.852687 -5.765284 1.511098 -0.108 -0.090 0.045 0.07
H 2.011330 -7.087268 0.696157 0.015 0.056 0.139 0.08
H 1.747388 -6.800443 2.431284 0.100 -0.031 -0.047 0.07
C 0.563893 -5.006185 -0.179802 -0.315 0.054 0.066 -0.04
H 1.226255 -5.376085 -0.969249 -0.179 0.152 0.273 0.12
C -0.460552 -4.122738 -0.526125 0.152 -0.159 0.034 -0.22
C -0.565206 -3.653030 -1.945545 0.127 -0.244 -0.910 -0.09
H -1.481217 -4.005920 -2.443948 0.140 -0.022 0.189 0.09
H 0.304513 -4.025580 -2.505149 -0.266 -0.090 0.043 0.08
H -0.541233 -2.549899 -2.059611 0.003 -0.746 0.241 0.00
C -2.025275 -3.577846 2.953122 -0.075 0.078 0.473 -0.05
H -2.898302 -4.235206 3.107262 0.190 0.234 -0.164 0.08
H -2.384984 -2.546540 2.833285 0.116 -0.311 -0.138 0.07
H -1.435476 -3.622482 3.884663 -0.265 0.093 -0.321 0.08
N 3.662901 0.161870 -2.681638 -0.184 0.536 -0.442 0.13
C 3.629145 -1.066694 -2.094808 -0.577 -0.692 0.892 -0.39
C 4.647082 -1.989926 -2.392894 0.014 -0.332 0.009 -0.05
C 4.712912 -3.179589 -1.683780 -0.356 0.388 -0.088 -0.09
C 3.744544 -3.399609 -0.696571 -0.112 -0.279 0.295 -0.10
C 2.727460 -2.476837 -0.513085 0.213 0.790 -0.686 -0.19
N 2.615793 -1.333304 -1.234044 2.522 -0.582 0.060 -0.02
H 3.091817 0.922515 -2.334450 0.152 -0.327 0.005 0.08
H 4.426826 0.377704 -3.304739 -0.270 0.049 0.279 0.09
H 5.352789 -1.713127 -3.170478 0.132 -0.229 0.119 0.10
H 5.489556 -3.920760 -1.879515 -0.180 0.259 0.029 0.10
H 3.749609 -4.285109 -0.062048 0.126 0.149 -0.230 0.08
H 1.959649 -2.647394 0.256407 0.157 0.145 -0.455 0.08
```
Positions in Å, forces in eV/Å.

- 2S+1 = 1
- E_HOMO (alpha / beta) (eV) = -1.29 / -1.04
- net charge = -1
- largest force on an atom (eV/Å) = 2.59